Record 1
This record from the OMol25 dataset describes a 2-piece molecular cluster, C6H13NO overall. The level of theory is the ωB97M-V functional and the def2-TZVPD basis.

Geometry (Å):
H  2.7381  -0.8181  1.2383
C  1.1259  0.1137  0.1419
H  2.9602  0.9066  0.9634
H  -1.8872  -1.6684  1.1583
H  -2.9062  0.5717  1.0542
H  2.3661  0.5985  -1.5577
H  0.1170  1.7388  1.2000
C  2.2227  0.1403  1.2006
H  2.1630  -1.1375  -1.2814
C  1.6614  -0.1750  -1.2551
N  -2.9908  0.5223  0.0492
H  0.8388  -0.1933  -1.9683
H  1.8142  0.3569  2.1861
O  -0.2967  1.8261  -0.7623
H  0.3555  -0.6944  0.3823
C  -1.7462  -1.5379  0.0960
H  -2.9103  1.4199  -0.4059
H  -1.3980  -2.3999  -0.4447
C  0.2926  1.3512  0.1762
H  -2.2155  -0.4132  -1.6222
C  -2.3046  -0.5083  -0.5486

The SMILES is CC(C)C=O.C=CN. Its HOMO energy is -0.3028 hartree. As for the energy relative to the best compared isomer or geometry (same formula, charge and spin): 39.23 kcal/mol. The value obtained for the gap between HOMO and LUMO is 9.123 eV.

---

Record 2
This record from the OMol25 dataset describes a 2-piece molecular cluster, C4H2BrF6NO overall. The level of theory is the ωB97M-V functional and the def2-TZVPD basis.

Geometry (Å):
H  3.1911  -1.2775  0.4797
F  -2.1119  0.1173  -1.6268
C  -0.9249  1.4621  0.5735
F  -1.2533  -1.7349  -1.2761
F  -0.3633  1.8064  1.7093
F  0.0493  -0.0550  -1.7641
F  -2.2005  1.7989  0.7474
C  -0.8493  -0.0163  0.3311
O  1.7312  -2.2394  -0.2264
F  -0.2908  2.1785  -0.3720
N  1.5747  -0.0731  0.5219
C  2.0732  -1.1721  0.2080
H  1.7784  0.8102  0.0744
Br  -1.4086  -1.1322  1.6924
C  -0.9953  -0.4730  -1.0725

Its HOMO energy is -0.3494 hartree. As for the energy relative to the best compared isomer or geometry (same formula, charge and spin): 85.78 kcal/mol. The value obtained for the gap between HOMO and LUMO is 6.859 eV.

---

Record 3
This record from the OMol25 dataset describes an isolated ion of composition C5H8N and charge +1. The level of theory is the ωB97M-V functional and the def2-TZVPD basis.

Geometry (Å):
C  -0.8977  0.1199  -0.5026
H  -3.0564  -0.0092  -0.8621
H  0.0231  -1.4320  0.9728
C  0.0572  -0.8855  0.1113
N  0.1406  0.7589  0.3161
H  3.2637  -0.0213  0.6313
C  -2.3428  0.2105  -0.0396
C  1.1774  0.0452  0.0486
H  2.7357  1.1153  -0.6979
H  -0.6131  0.0969  -1.5096
C  2.5448  0.2043  -0.1737
H  -2.1833  -0.4521  0.8914
H  2.7483  -0.6314  -0.8851
H  -2.3793  1.2458  0.3119

The SMILES is CC1=[N+]2[C@H](C)[C@@H]12. Its HOMO energy is -0.5996 hartree. The net charge is +1. As for the energy relative to the best compared isomer or geometry (same formula, charge and spin): 104.41 kcal/mol. The value obtained for the gap between HOMO and LUMO is 11.134 eV.

---

Record 4
This record from the OMol25 dataset describes C9H28O15S2V as an isolated structure. The level of theory is the ωB97M-V functional and the def2-TZVPD basis.

Geometry (Å):
H  4.6829  0.8994  -3.4765
O  1.6472  3.1995  0.8901
C  -1.1620  1.7065  -2.0745
O  2.8686  0.8561  -0.7263
H  -0.2679  -3.4803  2.4828
O  2.5447  1.5566  4.2658
H  -4.6205  -4.4741  -1.4444
H  -4.9580  -3.2059  -0.3021
H  0.6261  -2.4139  1.4103
H  -3.0491  1.2863  0.3966
O  -0.6838  1.7685  1.1109
O  1.5682  -3.0401  3.1433
H  1.9245  -1.3132  -1.9035
H  -1.6659  -1.5025  -0.5770
H  -3.7214  -1.6779  -2.0701
H  3.6024  0.3825  -0.3278
H  0.0675  -1.7456  2.9482
O  -4.6342  2.1178  -0.6593
C  3.0417  0.5084  -2.0706
S  2.7390  0.5112  3.2589
H  -3.3701  -1.2233  -0.1312
O  1.6922  5.3996  1.8357
C  -4.2033  -3.9368  -0.5927
H  2.2745  0.9797  -2.6849
O  1.1616  3.5007  3.1364
O  4.0432  0.9378  2.7263
O  0.1104  2.0377  -1.6734
O  -3.2195  -2.4624  -2.3030
O  1.7245  0.6586  2.2223
H  0.4483  2.7318  -2.2440
H  -5.5175  2.4087  -0.4207
V  0.7166  1.3008  0.4630
O  3.3227  3.7654  2.4605
C  -3.9824  1.8178  0.5830
H  2.1420  -2.2917  3.3227
C  4.4388  0.9514  -2.4155
H  -3.8478  2.7086  1.1966
H  4.5732  1.9736  -2.0615
H  -1.0831  1.3094  -3.0865
H  -2.4290  -2.3735  0.8268
H  5.2017  0.3261  -1.9517
H  -1.8559  2.5407  -1.9708
H  2.9743  -1.3385  -3.3520
S  1.9937  4.0216  2.0475
H  3.5567  -1.6945  -1.7818
C  -3.0101  -3.1471  -1.0976
O  0.4948  -0.2410  -0.0743
H  -1.5890  0.9441  -1.4230
O  2.7706  -0.7642  3.9837
H  -2.1300  -3.7808  -1.2070
H  -4.6692  1.1640  1.1206
C  2.8896  -1.0164  -2.3141
H  -4.0389  -4.5395  0.3005
C  -2.5684  -1.9607  -0.1723
C  0.4345  -2.6471  2.4576

Its HOMO energy (spin up / spin down) is -0.0125 / -0.0118 hartree. As for the multiplicity: 2. The net charge is -2. The value obtained for the gap between HOMO and LUMO (spin up / spin down) is 4.289 / 4.192 eV.

---

Record 5
This record from the OMol25 dataset describes C24H48Cu2O14S2 as an isolated structure. The level of theory is the ωB97M-V functional and the def2-TZVPD basis.

Geometry (Å):
Cu  1.4534  -0.0418  -2.0205
C  -1.2413  -2.4539  5.2804
C  -2.7315  2.3071  1.7999
C  3.1797  -3.4144  0.3422
H  4.2711  -3.4595  0.3896
H  -1.8109  3.6670  -4.7834
O  0.4937  0.5012  -0.1698
H  -3.2666  -5.0860  -1.0453
C  -1.3518  3.8710  -2.6568
H  2.9073  2.2524  0.1009
H  -1.0922  4.8854  -2.3591
C  -4.2434  -2.4470  -0.6739
H  5.5902  2.5679  -2.6129
H  4.1835  -0.9256  0.7420
C  -0.3945  2.5602  2.3071
H  -0.2316  -2.5448  5.6829
H  -3.5188  -3.0475  -2.6986
O  2.7326  -1.3108  -0.6828
H  1.7015  -2.5183  1.6917
H  2.6167  -0.2376  1.1102
O  -2.2197  1.1164  2.4144
H  -1.7795  -3.3142  5.6837
C  -3.2311  -2.9480  -1.6533
H  1.8293  -3.0473  -1.3160
H  -3.9598  -1.8860  4.7894
O  -1.9466  -0.0118  -0.1765
H  3.7413  1.5985  -3.8179
C  3.1034  -1.1065  0.6633
H  -1.2652  1.7190  4.1323
Cu  -2.6132  -0.8222  1.5461
H  -4.5701  -1.4117  -0.7592
C  -3.1017  -1.2490  4.5689
H  -2.9293  -4.3984  1.2736
H  4.7889  4.0134  -3.2043
C  2.8127  -2.7129  -0.9899
H  0.2841  3.1467  2.9256
H  0.1014  2.1973  1.4102
H  3.4493  -2.4600  2.2395
O  -0.2402  -1.4124  -1.2947
C  -1.0077  1.4172  3.1146
H  2.7877  -4.4258  0.4026
H  -2.3963  -2.2426  -1.7274
H  -1.4575  2.1942  -1.2610
H  -0.3657  -1.7332  3.4230
H  -1.5990  -3.3129  0.6707
C  3.4715  2.3025  -3.0354
C  -0.9695  3.5244  -4.1090
H  -2.6195  -1.3535  6.5901
O  -3.5022  -2.5031  0.5791
C  2.7422  -2.3867  1.4098
H  -1.8444  4.1116  2.7389
O  2.9103  1.7198  -1.8598
H  0.0379  3.1524  -1.1060
H  -5.1150  -3.0977  -0.5668
O  -2.4040  -1.6618  3.3864
H  -1.0649  -3.3134  3.2603
H  -1.3966  1.3786  -4.1726
C  -2.6220  -3.6588  0.5381
O  -0.0070  1.9039  -2.7075
S  -0.5315  -0.5549  -0.1628
H  -1.4798  -0.2766  5.6793
C  3.6378  2.1193  -0.7001
C  -1.6571  3.3860  1.9496
H  0.2264  1.8126  -4.7420
C  4.3133  3.4204  -1.0975
H  -0.1115  4.0974  -4.4616
O  -0.6182  -1.3209  1.1309
H  -3.5108  -0.2476  4.4044
O  2.4376  -0.2598  -5.6653
H  2.7081  2.9784  -3.4382
H  -2.4406  3.7916  -2.5932
C  -1.1908  -2.3573  3.7671
H  3.7088  4.3182  -0.9650
O  2.8876  -0.6242  -3.3030
C  4.6660  3.1470  -2.5567
H  -1.4327  3.9292  1.0322
C  -2.0365  -1.2083  5.6812
H  -1.6984  -4.3938  -1.3275
H  -3.6514  2.6282  2.2935
H  5.2155  3.5889  -0.5016
C  -0.7004  2.7617  -1.8099
O  0.6973  -0.4946  -3.9625
O  1.9973  -2.4413  -4.6651
C  -2.6825  -4.1737  -0.9125
H  -2.9600  2.1178  0.7524
H  -0.2654  0.6186  3.1175
S  2.0147  -1.0041  -4.4957
C  -0.5450  2.0484  -4.0169
H  3.5736  -2.8892  -1.7433
H  4.3489  1.3320  -0.4350

Its HOMO energy (spin up / spin down) is -0.2688 / -0.2666 hartree. As for the multiplicity: 3. The value obtained for the gap between HOMO and LUMO (spin up / spin down) is 6.862 / 4.839 eV.

---

Record 6
This record from the OMol25 dataset describes a 2-piece molecular cluster, H7N3P2 overall. The level of theory is the ωB97M-V functional and the def2-TZVPD basis.

Geometry (Å):
N  0.9469  0.2629  -1.3073
P  -0.1898  0.0380  1.2722
H  1.7886  0.4274  -0.7052
H  -0.3722  -0.9096  2.3075
H  0.3766  2.1602  1.7313
H  1.1026  -0.6248  1.1237
H  -1.5266  -1.6124  0.3980
N  -0.4231  1.5898  1.3596
P  1.3299  -0.1992  -2.7245
H  0.1091  -0.4175  -3.1945
H  -1.6938  -0.1215  -0.5961
N  -1.4481  -0.5932  0.3353

The SMILES is [H]/N=P/[H].N=[PH2]N. Its HOMO energy is -0.3194 hartree. As for the energy relative to the best compared isomer or geometry (same formula, charge and spin): 56.61 kcal/mol. The value obtained for the gap between HOMO and LUMO is 8.194 eV.

---

Record 7
This record from the OMol25 dataset describes one molecule with the formula C5H10O2. The level of theory is the ωB97M-V functional and the def2-TZVPD basis.

Geometry (Å):
H  -0.3500  -1.4011  -1.6159
H  -1.3781  -1.9491  -0.2730
H  0.2520  1.5519  -0.3999
H  -2.1079  1.8665  -0.5336
C  1.6035  -0.5502  -0.0083
C  -1.7705  0.9364  -0.0713
H  -2.4453  0.6933  0.7661
C  0.1246  -0.4630  0.3383
H  -0.1476  1.4923  1.3303
H  1.7468  -0.2598  -1.0632
O  2.2718  0.3442  0.8649
H  -0.0297  -0.9237  1.3224
O  -1.7919  -0.0766  -1.0583
C  -0.3193  1.0114  0.3640
C  -0.8471  -1.0838  -0.6917
H  3.2016  0.3852  0.6163
H  1.9872  -1.5741  0.1128

The SMILES is OC[C@H]1CCOC1. Its HOMO energy is -0.3539 hartree. As for the energy relative to the best compared isomer or geometry (same formula, charge and spin): 35.99 kcal/mol. The value obtained for the gap between HOMO and LUMO is 10.515 eV.

---

Record 8
This record from the OMol25 dataset describes one molecule with the formula C3H2N4O. The level of theory is the ωB97M-V functional and the def2-TZVPD basis.

Geometry (Å):
C  0.6197  -0.1077  -1.1965
C  -0.4756  0.8858  -0.7984
C  0.0496  -1.0348  0.7248
N  -0.3881  -0.3056  1.7775
H  -0.5799  -2.1844  0.8881
O  -1.6849  1.1000  -1.0323
N  0.9945  -0.9136  -0.3502
N  0.0411  1.5501  0.3831
H  1.2747  0.0317  -1.9832
N  0.1489  0.9785  1.5872

The SMILES is O=c1cncnnn1. Its HOMO energy is -0.3734 hartree. As for the energy relative to the best compared isomer or geometry (same formula, charge and spin): 94.01 kcal/mol. The value obtained for the gap between HOMO and LUMO is 8.887 eV.

---

Record 9
This record from the OMol25 dataset describes a 17-piece molecular cluster, C22H31Cl48IN2O2PS overall. The level of theory is the ωB97M-V functional and the def2-TZVPD basis.

Geometry (Å):
H  7.4618  4.4989  4.1211
Cl  12.4163  2.4551  2.9192
Cl  -2.4831  -9.9035  -7.5641
C  7.8608  5.5089  4.1678
H  0.0881  -5.3045  -2.5138
Cl  -8.5164  6.7760  -8.2282
Cl  0.7685  5.7316  -2.0913
C  -1.8070  -1.2129  1.7443
Cl  -1.7122  -1.6368  3.4537
H  -2.4403  -11.1271  -5.5606
Cl  -4.3562  -7.4047  -9.8050
H  5.6740  1.1238  8.9159
Cl  7.5754  6.2927  2.6087
H  4.7285  -7.7053  -4.0642
Cl  -4.0003  -7.7647  -5.1271
C  3.9801  1.5500  5.9724
H  0.7600  2.4566  6.2564
C  -5.4871  -6.3224  -8.9822
Cl  -7.5925  9.4904  -7.7494
Cl  11.0016  2.1565  5.4388
S  5.5297  1.0029  6.1374
Cl  -7.4149  4.9868  1.8894
H  -5.3307  -5.8314  -5.0936
N  -0.7049  2.0611  4.8014
H  1.9859  6.3173  -0.1711
H  -1.9245  3.7238  4.3872
Cl  -6.2359  4.4355  4.5064
C  -8.0235  3.4287  1.3220
C  0.5968  1.7445  5.3944
Cl  -0.1407  -5.2497  -10.0371
C  -4.6283  -6.2821  -4.4004
Cl  -3.3184  -5.1350  -4.1150
Cl  -2.0640  0.5257  1.5468
Cl  -9.0617  3.6438  -0.0953
C  1.9427  5.4352  -0.8022
Cl  -4.7734  -4.8243  -0.3127
Cl  -5.4879  -6.6402  -2.8946
Cl  -3.3574  -6.3147  1.7396
Cl  9.5944  5.4074  4.5041
H  0.8563  2.1873  2.3384
H  12.9666  3.3614  5.0123
C  -7.2575  7.7736  -7.4879
H  -0.8632  -1.4740  1.2757
H  -0.2719  4.1178  4.9832
H  -7.8817  3.8382  -2.6628
P  2.1056  1.8663  4.2314
C  4.6674  -8.5830  -4.7006
N  3.1142  2.3365  5.6995
H  -1.0351  1.3561  4.1471
Cl  -8.3244  4.4918  -4.8738
Cl  0.0473  -7.7398  -11.5228
C  -0.8351  3.4338  4.2964
Cl  -3.0969  -2.1258  0.9450
Cl  -1.8222  -5.6796  -12.3694
Cl  6.5972  0.3303  10.9283
C  3.8423  5.4048  3.7310
Cl  -6.8727  -7.2271  -8.3637
H  3.1392  4.1538  1.9914
Cl  3.5516  5.1575  -1.4783
C  -1.6791  -10.6850  -6.1956
Cl  6.2639  -8.8722  -5.4019
O  1.1626  1.3959  2.8108
Cl  3.4779  -8.2676  -5.9686
C  0.8548  -4.8719  -3.1488
Cl  -2.2302  -6.1008  -0.9267
Cl  -6.6859  2.3381  0.9519
H  -5.8000  3.7676  6.7175
C  4.0620  4.2844  2.6129
C  -1.0299  -6.4458  -10.9850
H  4.2012  1.0006  3.1292
Cl  -3.8713  3.1162  5.5547
H  2.9110  5.1468  4.2997
Cl  -5.9488  3.1884  -3.8239
I  2.4603  -0.6528  4.5954
C  -7.2874  4.2810  -3.4568
Cl  1.7630  -3.6940  -2.1983
C  3.6385  1.9734  3.0572
C  5.6924  1.4883  9.9413
Cl  1.4424  4.0658  0.1933
Cl  7.0265  6.3752  5.4604
H  1.9067  3.2704  3.9897
Cl  1.9124  -6.1749  -3.7068
Cl  -0.6077  -11.9735  -6.7576
H  -1.7961  -6.8819  -10.3505
H  -4.2460  -7.1112  -0.2802
Cl  -6.6768  5.8437  -2.8915
H  4.9430  4.6552  2.0049
H  -8.6172  2.9849  2.1151
O  4.4723  3.1087  3.3141
H  -6.3110  7.5353  -7.9624
Cl  6.4847  3.0686  9.9553
Cl  -4.6743  -5.4577  -7.6745
C  12.5747  2.4059  4.6790
H  4.7157  5.2528  4.4483
Cl  4.1670  -9.9555  -3.7061
H  3.8449  6.4420  3.3131
H  0.5316  0.7255  5.8535
C  -3.7222  -6.2076  0.0147
Cl  13.7111  1.1406  5.1656
C  -5.2028  4.2111  5.9271
H  3.2549  2.0105  1.9955
Cl  -0.7791  -9.5005  -5.2429
Cl  -4.5898  5.7677  6.5014
Cl  0.0626  -4.0886  -4.5208
H  -5.8479  -5.5938  -9.7011
Cl  -7.1190  7.4201  -5.7643
Cl  4.0261  1.6233  10.5130
H  -0.5717  3.5738  3.2105

Its HOMO energy is -0.1750 hartree. The net charge is -1. The value obtained for the gap between HOMO and LUMO is 5.892 eV.

---

Record 10
This record from the OMol25 dataset describes a 2-piece molecular cluster, C14H33O8P2S overall. The level of theory is the ωB97M-V functional and the def2-TZVPD basis.

Geometry (Å):
H  5.1369  -0.1645  -0.2991
S  -6.6211  -4.7457  1.3234
O  -1.9574  -0.9572  0.1103
P  2.6160  2.7367  -0.8565
C  -1.0027  0.9446  -1.7039
H  1.1121  0.4057  -1.8408
H  0.3137  -2.2797  0.5928
H  4.4387  2.3453  2.2863
C  3.5839  2.1229  1.6485
O  -5.1805  -4.0406  1.2943
P  -1.4363  -0.8037  -1.3834
C  5.1562  0.2727  0.6989
H  3.4360  0.0348  1.9514
H  -1.5149  1.6001  -0.9995
H  0.7592  -0.6031  0.2494
H  0.8832  1.6090  0.3807
H  -4.4270  -4.4444  -0.5854
O  -0.0843  -1.6455  -1.3502
C  0.4907  1.2961  -1.7607
H  1.7167  4.4482  -1.7909
H  -1.4549  1.1347  -2.6735
H  -3.8922  -0.8131  0.7417
O  2.5462  3.9660  -1.8656
H  5.8622  1.0963  0.7002
H  5.7008  3.4445  0.8090
O  -2.3589  -1.2726  -2.4184
C  4.9471  3.6746  0.0668
H  0.6882  1.8697  -2.6684
H  2.1105  -3.0359  -0.9881
H  -3.4804  1.4123  1.9443
O  -7.1180  -4.2179  -0.1050
C  -6.2202  -3.2274  -0.6193
H  -6.2327  -3.2512  -1.7049
H  3.0243  0.4603  0.3338
C  0.7312  -1.6171  -0.1585
C  0.9515  2.1562  -0.5582
O  -6.4628  -6.1500  1.2471
C  3.5379  3.2351  0.5764
H  2.7923  -2.0482  0.3163
H  0.2787  3.0135  -0.4849
C  2.1299  -2.0429  -0.5455
C  -4.8759  -3.6130  -0.0392
H  -6.5466  -2.2457  -0.2682
H  5.5491  -0.5048  1.3475
H  3.3095  1.7434  -1.5401
C  -3.0769  -0.1352  0.4998
H  2.7120  2.1730  2.2986
H  4.9412  4.7321  -0.1720
H  -4.1732  -2.7873  -0.0045
H  -3.4347  0.4934  -0.3138
C  -2.7250  0.6607  1.7390
H  -1.7530  1.1398  1.6027
H  2.5359  -1.3732  -1.3055
H  5.2205  3.1464  -0.8491
O  -7.3836  -4.1384  2.3500
C  3.7372  0.6863  1.1322
H  -2.6123  -0.0106  2.5864
H  3.0760  4.1146  1.0250

Its HOMO energy is -0.4613 hartree. The net charge is +1. The value obtained for the gap between HOMO and LUMO is 9.354 eV.